94
Properties=species:S:1:pos:R:3:forces:R:3:lowdin_charge:R:1 method="wB97M-V/def2-TZVPD" e_homo_ev=-4.54 orbital_gap_ha=0.2453 lumo_energy_ev=2.13 e_above_lowest_kj_mol=38.4 charge=-1
Mg -0.357517 0.437309 0.165457 -0.94 0.21 0.22 0.572
C -2.467191 -1.748611 0.919951 0.02 0.07 0.01 -0.070
N -1.052970 -1.586648 0.597625 -0.13 -0.53 0.11 -0.266
C -0.189608 -1.956921 1.724079 0.07 0.14 0.07 -0.171
C -0.355840 -0.943185 2.854513 -0.02 0.07 -0.05 -0.221
N -0.292425 0.381311 2.261972 -0.08 0.07 0.27 -0.024
C -0.289157 1.456515 3.044566 0.02 -0.01 0.10 -0.200
C -0.569749 1.569786 4.431981 0.01 0.01 -0.02 -0.131
F -0.899377 0.473399 5.160865 -0.01 0.02 -0.02 0.059
C -0.560389 2.773287 5.110646 0.01 0.02 0.02 -0.163
F -0.865984 2.791184 6.419439 0.01 0.00 -0.03 0.095
C -0.266716 3.964254 4.474977 -0.01 0.02 0.02 -0.169
F -0.290076 5.137818 5.140486 0.01 -0.02 -0.01 0.079
C 0.034337 3.912617 3.123399 0.02 0.05 -0.03 -0.164
F 0.335517 5.045981 2.465413 -0.01 -0.04 0.00 0.096
C 0.032430 2.711793 2.460458 -0.07 -0.11 0.02 -0.152
F 0.370539 2.704669 1.140937 0.03 0.04 0.00 0.049
C -0.710594 -2.297554 -0.635758 0.04 0.21 -0.09 -0.184
C -1.402072 -1.625683 -1.820149 0.00 0.04 0.09 -0.208
N -1.169518 -0.195106 -1.699065 0.02 0.08 -0.31 -0.014
C -1.523853 0.618293 -2.693991 -0.20 -0.05 -0.07 -0.234
C -2.328451 0.348447 -3.833911 -0.26 0.06 0.19 -0.172
F -2.860406 -0.886547 -4.023883 -0.07 0.14 0.16 0.060
C -2.640638 1.297602 -4.788688 -0.03 -0.01 0.11 -0.172
F -3.429507 0.954633 -5.821420 -0.03 0.00 -0.01 0.094
C -2.179563 2.596342 -4.697324 0.04 0.03 -0.07 -0.161
F -2.507326 3.519951 -5.622441 0.01 -0.01 0.03 0.085
C -1.373652 2.915847 -3.616434 0.03 0.07 -0.03 -0.157
F -0.877827 4.156788 -3.501145 -0.03 -0.03 0.01 0.107
C -1.067053 1.964691 -2.674534 -0.02 -0.10 0.08 -0.168
F -0.231007 2.321138 -1.663819 0.03 0.04 -0.03 0.057
H -2.737616 -2.811412 1.006077 0.00 -0.01 0.02 0.094
H -3.079784 -1.283879 0.150764 -0.01 -0.04 -0.03 0.063
H -2.693813 -1.250010 1.860156 0.01 0.01 0.01 0.082
H 0.840561 -1.902122 1.367615 0.00 -0.07 -0.04 0.120
H -0.398131 -2.977959 2.077240 -0.01 -0.01 -0.01 0.125
H 0.446135 -1.102760 3.584825 0.01 -0.06 -0.02 0.123
H -1.295684 -1.126214 3.390540 0.01 -0.01 0.01 0.098
H -0.976505 -3.364056 -0.575580 -0.03 -0.02 0.00 0.128
H 0.369989 -2.211795 -0.767749 -0.07 -0.01 0.10 0.096
H -2.469712 -1.881004 -1.822871 0.01 -0.02 -0.03 0.105
H -0.985243 -2.039386 -2.746206 -0.01 -0.03 -0.01 0.108
O 3.448542 -0.780443 -0.068745 0.07 0.05 0.12 0.028
C 2.616188 -0.022114 -0.553429 -0.08 -0.32 -0.13 -0.632
O 1.389828 0.056519 -0.184638 1.43 -0.05 -0.35 -0.107
C 3.001617 0.875248 -1.733363 -0.08 0.07 0.06 -0.154
C 2.126834 0.616939 -2.967602 -0.03 -0.02 -0.07 -0.241
Ge 2.695415 -0.910455 -4.062339 -0.16 0.05 -0.07 1.041
C 1.219562 -1.613945 -5.158367 0.14 -0.01 0.05 -0.267
C 1.397421 -2.850405 -5.782661 -0.05 0.04 -0.01 -0.112
C 0.397501 -3.401724 -6.569516 -0.01 -0.02 0.01 -0.094
C -0.803808 -2.723822 -6.742426 0.03 0.04 0.02 -0.088
C -0.995694 -1.494734 -6.129704 0.00 0.02 -0.13 -0.079
C 0.012519 -0.946424 -5.345912 0.23 0.09 0.00 -0.096
C 3.241872 -2.426540 -2.950058 0.01 0.17 -0.04 -0.256
C 2.200927 -3.185418 -2.412532 0.06 -0.03 -0.09 -0.116
C 2.447951 -4.173425 -1.472961 0.02 -0.01 0.01 -0.083
C 3.748513 -4.424878 -1.060371 -0.03 0.01 0.02 -0.090
C 4.794623 -3.694815 -1.600444 0.05 0.02 -0.02 -0.089
C 4.541474 -2.698003 -2.532323 -0.05 -0.03 0.01 -0.101
C 4.000731 -0.182218 -5.350620 0.01 -0.14 0.14 -0.249
C 5.376287 -0.402251 -5.338455 -0.06 0.00 -0.01 -0.100
C 6.210615 0.230573 -6.252274 0.02 -0.01 -0.01 -0.100
C 5.679912 1.097059 -7.195064 -0.01 0.01 0.00 -0.107
C 4.310019 1.323335 -7.226109 0.02 0.01 -0.01 -0.094
C 3.483251 0.688031 -6.312362 0.01 -0.02 0.03 -0.113
H 4.065603 0.737718 -1.934958 -0.01 0.02 -0.02 0.103
H 2.846772 1.910508 -1.417538 0.04 0.03 0.04 0.113
H 2.142927 1.492682 -3.622875 -0.02 -0.03 -0.06 0.074
H 1.094298 0.473213 -2.644240 0.06 -0.09 0.00 0.040
H 2.327598 -3.390849 -5.640560 -0.01 -0.03 -0.02 0.101
H 0.550343 -4.363480 -7.044554 0.00 0.00 0.00 0.095
H -1.588647 -3.155266 -7.351546 0.00 0.00 0.00 0.097
H -1.930492 -0.961842 -6.253846 0.07 -0.08 -0.06 0.091
H -0.150704 0.015390 -4.869172 0.09 -0.09 -0.08 0.092
H 1.180121 -2.994228 -2.728708 0.03 -0.02 0.00 0.087
H 1.624745 -4.736408 -1.050223 -0.02 0.00 0.01 0.099
H 3.941903 -5.172615 -0.301381 0.01 -0.03 -0.03 0.097
H 5.810685 -3.883735 -1.276493 0.00 0.02 0.01 0.099
H 5.370113 -2.114721 -2.910887 0.02 0.01 0.05 0.080
H 5.809390 -1.075047 -4.610490 0.04 0.01 -0.02 0.075
H 7.278250 0.048637 -6.225212 0.00 0.00 0.01 0.096
H 6.329987 1.597491 -7.902002 0.00 -0.01 -0.01 0.095
H 3.888648 1.997332 -7.961844 -0.01 0.00 0.00 0.098
H 2.413119 0.868341 -6.347915 0.01 0.02 -0.03 0.098
N -5.338430 2.288105 -0.953561 -0.10 0.03 -0.39 0.134
N -4.067721 2.396570 -0.434130 0.17 -0.03 0.17 -0.280
N -3.459902 3.552243 -0.323378 -0.02 0.01 0.00 0.148
C -2.270783 3.167113 0.125094 -0.16 0.04 0.08 -0.169
N -2.195999 1.836746 0.266017 -0.05 0.22 -0.19 0.020
N -3.366386 1.359345 -0.101971 -0.13 0.00 0.02 0.114
H -5.890886 3.065827 -0.619769 -0.02 -0.04 0.14 0.095
H -5.718820 1.389929 -0.688593 0.01 -0.01 0.12 0.098
H -1.476518 3.857646 0.341035 0.06 -0.06 -0.02 0.118